The following is a quantum chemistry calculation of a 10-piece molecular cluster, C26H76N8O10 overall at a distorted geometry, from the OMol25 dataset.

The total energy comes out at -2226.4405 a.u. Its LUMO energy is 0.1 eV. The relative energy (zero: lowest compared OMol25 entry of this formula, charge and spin) is 68.3 kcal per mole. Its gap between HOMO and LUMO is 9.4 eV. As for the SMILES: COC[C@H](C)N.COC[C@H](C)N.COC[C@H](C)N.COC[C@H](C)N.NC(N)=O.NC(N)=O.CCO.CCO.CCO.CCO.

Last column: Mulliken charge in e.
Element x y z (Å)
1 C -4.32916 -6.79978 1.56390  -0.7418
2 O -5.26637 -6.00373 0.87333  -0.2934
3 C -6.36234 -6.73202 0.30841  -0.6830
4 C -7.30496 -7.29136 1.38715  0.6774
5 C -8.52104 -8.00445 0.86260  -1.5639
6 N -7.84851 -6.18015 2.26287  -0.7291
7 H -3.54317 -6.13804 1.92775  0.2663
8 H -3.85078 -7.52034 0.90054  0.3168
9 H -4.67117 -7.30780 2.46559  0.2725
10 H -6.94467 -6.05965 -0.32162  0.3180
11 H -6.04162 -7.58147 -0.29466  0.3496
12 H -6.78639 -7.94066 2.09255  0.1791
13 H -8.27185 -8.74308 0.10076  0.3895
14 H -9.15995 -7.34079 0.27999  0.3846
15 H -9.15652 -8.47400 1.61345  0.3703
16 H -7.05244 -5.85911 2.79514  0.2260
17 H -8.44923 -6.65219 2.92348  0.2608
18 C 6.28603 -5.51883 2.66554  -0.7807
19 O 5.31410 -6.24912 1.83476  -0.3112
20 C 4.87468 -5.50570 0.68495  -0.6156
21 C 3.58803 -6.16724 0.23400  0.6046
22 C 3.71580 -7.60232 -0.21827  -1.5307
23 N 3.04584 -5.47191 -0.88594  -0.7545
24 H 6.79979 -6.16586 3.37654  0.2683
25 H 5.89330 -4.68904 3.25318  0.3043
26 H 6.98753 -4.96138 2.04486  0.3077
27 H 4.57212 -4.54832 1.10917  0.3073
28 H 5.71229 -5.40421 -0.00513  0.3546
29 H 2.95337 -6.14309 1.11985  0.2029
30 H 3.00240 -7.95395 -0.96359  0.4076
31 H 3.70254 -8.30343 0.61622  0.3581
32 H 4.68022 -7.87936 -0.64400  0.3458
33 H 2.20200 -5.90546 -1.23244  0.2625
34 H 3.63027 -5.66511 -1.68669  0.2701
35 C 10.04598 1.72470 -6.49534  -0.7858
36 O 8.86691 1.80888 -5.83198  -0.3138
37 C 8.73623 3.03939 -5.16773  -0.9008
38 C 7.36698 3.09165 -4.52090  0.6018
39 C 7.17900 4.50536 -3.93677  -1.3973
40 N 7.22730 2.09045 -3.43735  -0.7755
41 H 10.88884 1.51638 -5.83634  0.2963
42 H 10.16975 2.60645 -7.12405  0.3245
43 H 10.02914 0.88399 -7.18891  0.2574
44 H 9.62586 3.24388 -4.57205  0.4234
45 H 8.88001 3.79818 -5.93693  0.3889
46 H 6.61703 2.82329 -5.26499  0.2862
47 H 7.51912 5.18267 -4.72013  0.3416
48 H 7.78026 4.42858 -3.03084  0.4118
49 H 6.12829 4.73152 -3.75527  0.3510
50 H 6.31216 2.16241 -3.01611  0.2455
51 H 7.26663 1.20387 -3.91955  0.2444
52 C -5.92251 -3.98665 6.37872  -0.7194
53 O -5.36878 -3.05054 5.48392  -0.3118
54 C -6.01296 -1.72963 5.48285  -0.5719
55 C -5.18272 -0.71023 4.73488  0.3438
56 C -5.75869 0.73304 4.71332  -1.4496
57 N -4.90101 -1.08677 3.31923  -0.6782
58 H -6.96762 -3.76320 6.59297  0.3453
59 H -5.42639 -4.03062 7.34828  0.2711
60 H -5.90551 -4.91130 5.80179  0.2089
61 H -6.93328 -1.71876 4.89892  0.2800
62 H -6.25533 -1.26387 6.43806  0.3579
63 H -4.25050 -0.61813 5.29218  0.2707
64 H -6.77235 0.70641 4.31350  0.3523
65 H -5.29132 1.47518 4.06611  0.3605
66 H -5.93701 1.07991 5.73116  0.3766
67 H -5.79155 -1.05837 2.84357  0.2805
68 H -4.66631 -2.06866 3.34930  0.2851
69 N 1.23028 2.37463 -6.20950  -0.3626
70 C 0.54786 3.46937 -6.33519  0.6852
71 N 0.34480 4.01161 -5.16712  -0.3678
72 O 0.08533 3.98728 -7.33728  -0.6758
73 H 1.46265 1.94506 -5.32543  0.1705
74 H 1.38522 1.81926 -7.03876  0.2185
75 H -0.20399 4.85769 -5.11159  0.1942
76 H 0.64762 3.53104 -4.33197  0.1398
77 N -0.43117 1.68254 0.21160  -0.3838
78 C 0.41003 0.79985 -0.42377  0.6455
79 N -0.07257 -0.37219 -0.39302  -0.3359
80 O 1.35742 1.16424 -1.08144  -0.6590
81 H -0.22198 2.67005 0.17762  0.2007
82 H -1.17612 1.26301 0.74931  0.1363
83 H 0.44943 -1.11763 -0.83112  0.2262
84 H -0.77245 -0.40189 0.33457  0.1689
85 C 3.49532 7.82272 1.27246  -0.9849
86 C 2.55232 6.68304 1.34995  -0.2140
87 O 1.23500 7.17764 1.21658  -0.4929
88 H 3.29109 8.38374 0.36052  0.2725
89 H 4.52404 7.48172 1.38889  0.3315
90 H 3.39302 8.44415 2.16211  0.2930
91 H 2.83956 6.17689 2.27158  0.2457
92 H 2.81680 5.99939 0.54326  0.2570
93 H 0.85967 7.50278 2.03818  0.2918
94 C -5.93072 2.01388 -2.73254  -0.9207
95 C -5.14663 1.11781 -3.67783  -0.2717
96 O -5.03935 -0.13997 -3.05504  -0.4880
97 H -6.98898 1.81801 -2.55983  0.2886
98 H -6.08107 2.93120 -3.30175  0.3159
99 H -5.52007 2.30591 -1.76600  0.2876
100 H -4.17660 1.54328 -3.93493  0.2305
101 H -5.64104 0.96833 -4.63769  0.2695
102 H -4.34868 -0.01477 -2.40014  0.2849
103 C -4.74060 8.33892 -0.75777  -1.1702
104 C -4.12702 8.81151 -2.07477  -0.1219
105 O -2.79831 8.42662 -2.17175  -0.4663
106 H -4.89672 7.26035 -0.73715  0.3165
107 H -5.71950 8.74786 -0.50751  0.3116
108 H -4.04392 8.45841 0.07196  0.3395
109 H -4.08223 9.88665 -1.90110  0.2167
110 H -4.70124 8.71816 -2.99654  0.3165
111 H -2.64722 8.33527 -1.22812  0.2580
112 C 4.89205 1.21933 3.99740  -0.9395
113 C 5.82315 1.84041 5.05593  -0.2264
114 O 6.40349 2.93204 4.54734  -0.4881
115 H 3.99926 1.81117 3.79551  0.2308
116 H 4.53422 0.21097 4.20544  0.3144
117 H 5.46173 1.09202 3.07686  0.3020
118 H 6.53627 1.08210 5.37920  0.2506
119 H 5.27638 2.22650 5.91620  0.2492
120 H 6.95843 2.62552 3.82645  0.3070